# 1
The following is a DFT calculation (ωB97M-V with the def2-TZVPD basis set) of C37H98CuN13O23 as an isolated structure in a non-equilibrium geometry.

Element x y z (Å)
Cu1 0.08869 0.58000 -0.78441
C1 -5.07243 -3.94473 0.49161
N1 -4.32966 -2.76880 1.15386
C2 -2.90294 -2.45890 0.62782
C3 -5.18365 -1.45731 0.97372
C4 -4.28213 -3.11523 2.64111
C5 -3.80397 -4.59183 3.08877
O1 -2.40630 -4.73347 3.11142
H1 -5.40724 -3.48583 -0.43866
H2 -5.83771 -4.55470 0.97161
H3 -4.28515 -4.55063 0.04309
H4 -2.95757 -1.94911 -0.33407
H5 -2.45074 -3.42676 0.84428
H6 -2.56255 -1.73517 1.36840
H7 -5.20605 -1.05091 -0.03743
H8 -4.94257 -0.71063 1.73034
H9 -6.23248 -1.57477 1.24621
H10 -5.33393 -3.06377 2.92243
H11 -3.79029 -2.27205 3.12613
H12 -4.28361 -5.30586 2.41929
H13 -4.15267 -4.72286 4.11314
H14 -2.16321 -5.44592 3.70716
C6 -3.39323 4.29504 -4.99357
C7 -4.23779 3.06396 -5.01381
C8 -4.36945 2.41852 -6.43156
O2 -3.03306 2.11126 -6.68391
C9 -2.67276 1.92783 -8.08449
N2 -3.70536 2.09030 -3.90695
H15 -3.54055 2.61210 -3.05804
H16 -4.47704 1.48274 -3.67138
H17 -2.94100 1.47141 -4.13680
H18 -3.88877 5.09442 -5.54449
H19 -2.42880 4.11035 -5.46674
H20 -3.13328 4.56285 -3.96947
H21 -5.21576 3.26870 -4.57822
H22 -4.89213 3.04493 -7.15440
H23 -4.75964 1.40366 -6.50838
H24 -2.70895 0.91352 -8.48196
H25 -1.63517 2.24731 -8.18166
H26 -3.23976 2.56546 -8.76275
C10 -2.58675 3.18126 3.82582
C11 -2.36140 4.67082 3.45925
C12 -1.70128 5.62407 4.41331
O3 -1.53468 6.89910 3.88914
C13 -1.69915 8.14014 4.70886
N3 -1.61706 4.74709 2.10586
H27 -1.37688 5.70703 1.90357
H28 -0.72200 4.28019 2.07429
H29 -2.02972 4.56343 1.20249
H30 -3.29282 2.54203 3.29578
H31 -2.95863 3.18651 4.85040
H32 -1.63632 2.72104 4.09599
H33 -3.37891 5.00983 3.26472
H34 -0.78191 5.10720 4.68847
H35 -2.32828 5.70128 5.30157
H36 -2.59667 8.02487 5.31653
H37 -1.88024 8.95125 4.00357
H38 -0.75167 8.37473 5.19398
C14 1.20975 1.80730 -5.11581
C15 1.30687 0.98702 -6.39761
C16 1.45282 1.66727 -7.79383
O4 1.40176 0.69990 -8.86681
C17 1.87050 1.24077 -10.12364
N4 2.57150 0.14098 -6.08332
H39 2.63809 -0.68738 -6.65733
H40 3.46476 0.60379 -6.17275
H41 2.58594 -0.24272 -5.14916
H42 2.04656 2.49156 -4.97574
H43 1.00431 1.18619 -4.24396
H44 0.31290 2.41389 -5.24147
H45 0.65148 0.12701 -6.53520
H46 2.40225 2.20262 -7.78468
H47 0.61237 2.36078 -7.76535
H48 2.95868 1.30353 -10.11877
H49 1.42620 2.20352 -10.37621
H50 1.51635 0.64426 -10.96440
C18 2.27188 -4.89118 -5.20043
C19 1.12398 -4.39868 -4.27553
C20 -0.12192 -5.26514 -4.02247
O5 -1.36803 -4.53604 -3.90802
C21 -1.56659 -3.84241 -2.69020
N5 1.75287 -3.92344 -3.03665
H51 1.20414 -3.60637 -2.25023
H52 2.33929 -4.67467 -2.70221
H53 2.36898 -3.16678 -3.29738
H54 3.21036 -4.33711 -5.21895
H55 1.96004 -4.75696 -6.23622
H56 2.63022 -5.90098 -5.00049
H57 0.69425 -3.48720 -4.69100
H58 0.05703 -5.94612 -3.19041
H59 -0.23554 -5.71223 -5.01004
H60 -1.11889 -2.84932 -2.65220
H61 -1.33357 -4.49324 -1.84745
H62 -2.63223 -3.64687 -2.57063
C22 7.67640 1.50444 4.34415
C23 7.01231 0.27661 3.75234
C24 5.82954 0.55195 2.72286
N6 4.95092 -0.68956 2.22373
C25 4.00714 -1.05718 3.43384
C26 5.89811 -1.94774 1.93949
C27 5.02136 -2.75437 0.97691
C28 4.39220 -1.69611 0.06767
C29 4.05337 -0.52135 0.95458
H63 8.48531 1.24606 5.02753
H64 7.10610 2.21144 4.94666
H65 8.09819 2.19694 3.61569
H66 6.63117 -0.23787 4.63446
H67 7.87350 -0.25291 3.34480
H68 6.20087 0.82974 1.73642
H69 5.10247 1.27754 3.08753
H70 4.53264 -1.42430 4.31543
H71 3.21897 -1.77088 3.19405
H72 3.54023 -0.14482 3.80489
H73 6.03712 -2.58455 2.81312
H74 6.87012 -1.68930 1.51936
H75 4.32664 -3.32386 1.59427
H76 5.60130 -3.53804 0.48943
H77 3.56571 -2.19118 -0.44214
H78 5.16652 -1.43791 -0.65472
H79 3.00313 -0.33848 1.18187
H80 4.20993 0.44102 0.46728
C30 0.81097 -4.09214 5.55708
C31 -0.00674 -2.90180 5.16186
C32 0.56411 -1.52312 5.69621
N7 -0.47257 -0.36995 5.69013
C33 -1.14424 -0.15008 4.30252
C34 0.24662 0.93009 6.12261
C35 -0.63149 1.49321 7.32035
C36 -0.99415 0.17609 7.95665
C37 -1.53065 -0.55810 6.80201
H81 0.50533 -4.97613 4.99739
H82 0.55660 -4.33567 6.58863
H83 1.88227 -3.95503 5.41004
H84 -1.08837 -2.95622 5.28521
H85 0.04132 -2.69088 4.09354
H86 1.36326 -1.12883 5.06852
H87 0.93237 -1.62920 6.71661
H88 -1.92246 0.60947 4.22789
H89 -1.69639 -1.07012 4.11076
H90 -0.46966 0.12439 3.49153
H91 0.04766 1.55939 5.25515
H92 1.31734 0.85038 6.31050
H93 -1.42243 2.19796 7.06374
H94 -0.12904 2.18989 7.99137
H95 -1.73056 0.38730 8.73201
H96 -0.09804 -0.32476 8.32303
H97 -2.48147 -0.13617 6.47641
H98 -1.71432 -1.62134 6.95652
N8 -2.74370 1.80857 -0.04452
O6 -1.73769 1.16464 0.16790
O7 -3.36078 2.33197 0.82967
O8 -3.12638 2.00422 -1.20331
N9 1.72342 2.27332 1.76226
O9 0.86462 2.76953 2.42196
O10 2.87828 2.39309 2.05429
O11 1.40598 1.55088 0.83285
N10 -0.17779 3.70661 -1.99737
O12 -0.14675 4.53435 -1.05736
O13 -0.37432 4.05331 -3.12394
O14 -0.03715 2.50802 -1.85052
N11 3.04520 -0.09629 -2.44111
O15 2.06477 0.27340 -1.77278
O16 4.03796 0.58194 -2.38209
O17 2.89738 -1.05812 -3.17493
N12 0.32911 -2.60628 0.45892
O18 0.37798 -1.44999 0.03658
O19 0.35790 -3.48176 -0.32721
O20 0.25523 -2.74436 1.64117
N13 -0.89960 -0.26279 -3.84341
O21 -0.17095 -1.10461 -4.39301
O22 -0.78750 -0.16857 -2.62032
O23 -1.48605 0.49245 -4.55775

LUMO (alpha / beta), eV: -5.45 / -7.29
Max |F|, eV/Å: 5.4
2S+1: 2
ΔE to the lowest compared entry with this formula, charge and spin, kcal per mole: 22.9
HOMO energy (alpha / beta), eV: -13.23 / -13.12
Orbital gap (alpha / beta), eV: 7.8 / 5.8
⟨S²⟩: 0.752
Net charge: +3

=====

# 2
The following is a DFT calculation (ωB97M-V with the def2-TZVPD basis set) of a 2-piece molecular cluster, C4H13NO overall.

Element x y z (Å)
C1 1.95307 0.19010 0.18954
C2 1.68857 -1.29310 0.40158
C3 0.21465 -1.63753 0.33137
O1 -0.30418 -1.45609 -0.96894
H1 3.01906 0.40497 0.14004
H2 1.52645 0.77906 1.00180
H3 1.49760 0.52672 -0.74226
H4 2.20450 -1.87893 -0.35737
H5 2.09097 -1.61913 1.36988
H6 0.04583 -2.68812 0.60537
H7 -0.35387 -1.03927 1.05494
H8 -0.73978 -0.59031 -1.04934
C4 -1.70478 1.62291 0.25940
N1 -1.81209 0.99948 -1.05984
H9 -2.24440 2.56941 0.34766
H10 -2.09567 0.93232 1.00051
H11 -0.65730 1.80058 0.49935
H12 -1.55690 1.65065 -1.79135
H13 -2.77174 0.72629 -1.23233

LUMO, eV: 0.92
Max |F|, eV/Å: 0.4
2S+1: 1
ΔE to the lowest compared entry with this formula, charge and spin, kcal per mole: 10.2
HOMO energy, eV: -9.55
Orbital gap, eV: 10.5

=====

# 3
The following is a DFT calculation (ωB97M-V with the def2-TZVPD basis set) of C6H6O2 as an isolated structure in a non-equilibrium geometry.

Element x y z (Å)
C1 1.54915 0.32069 -0.14432
C2 0.81979 -1.01846 0.44513
C3 -0.53600 -0.35810 0.60457
C4 -1.85547 -0.08021 -0.23408
C5 -0.46468 0.27468 -0.85733
C6 0.29289 1.21648 -0.31031
H1 0.78299 -1.90598 -0.26762
H2 1.65292 -1.46876 1.25597
H3 -0.30795 0.44654 1.30404
H4 -2.44293 -0.76689 -0.60961
H5 -2.31177 0.96686 0.21602
H6 0.09844 -0.42615 -1.52344
O1 2.71072 0.43865 -0.28628
O2 0.01192 2.36065 0.40725

LUMO, eV: -0.01
Max |F|, eV/Å: 10.9
2S+1: 1
ΔE to the lowest compared entry with this formula, charge and spin, kcal per mole: 144.1
HOMO energy, eV: -9.19
Orbital gap, eV: 9.2